The following is a quantum chemistry calculation of a structure of composition C33H32F6N2O7PSScTe in a non-equilibrium geometry, from the OMol25 dataset.

Each line ends with the Mulliken charge.
Atoms and positions in Å:
Sc: 0.4107 1.5279 -1.2141  -0.44
C: 1.7123 1.2846 5.4070  -0.51
C: 1.7477 2.1526 4.3243  -0.64
C: 1.1634 1.7921 3.1213  -0.73
C: 0.5239 0.5581 2.9896  0.59
C: 0.5051 -0.3144 4.0752  -0.20
C: 1.0958 0.0500 5.2775  -0.77
P: -0.2986 0.2598 1.3721  1.77
C: -0.8484 -1.4768 1.6046  1.03
C: 0.1454 -2.4588 1.6417  -1.28
C: -0.1808 -3.8039 1.7072  -0.42
C: -1.5128 -4.1960 1.7317  -0.73
C: -2.5088 -3.2317 1.7049  -0.43
C: -2.1788 -1.8849 1.6388  -0.34
C: -1.8629 1.1596 1.7180  0.19
C: -2.4745 1.0711 2.9468  -0.10
C: -3.7178 1.6798 3.1722  -0.93
C: -4.3390 2.3522 2.1573  -0.92
C: -3.7357 2.4772 0.8870  1.82
C: -4.3847 3.1686 -0.1595  -1.04
C: -3.7537 3.3086 -1.3575  -1.35
C: -2.4676 2.7666 -1.5646  -1.04
C: -1.7673 2.0322 -0.6164  1.10
C: -2.4494 1.8964 0.6462  -0.56
H: 2.1741 1.5660 6.3456  0.35
H: 2.2386 3.1134 4.4168  0.40
H: 1.1973 2.4564 2.2640  0.38
H: 0.0227 -1.2794 3.9912  0.28
H: 1.0670 -0.6338 6.1178  0.40
H: 1.1857 -2.1517 1.6222  0.45
H: 0.6031 -4.5516 1.7151  0.43
H: -1.7704 -5.2471 1.7812  0.36
H: -3.5509 -3.5288 1.7352  0.43
H: -2.9654 -1.1432 1.6349  0.13
H: -2.0030 0.5186 3.7504  0.48
H: -4.1835 1.6038 4.1483  0.40
H: -5.3140 2.8024 2.3158  0.35
H: -5.3643 3.6007 0.0176  0.32
H: -4.2241 3.8609 -2.1638  0.44
H: -2.0239 2.9921 -2.5260  0.63
F: -2.2411 2.1425 -4.8386  -0.49
Te: -1.2172 0.8178 -3.7502  1.78
F: -0.1082 1.2256 -5.2758  -0.43
F: 0.2787 2.6161 -2.7813  -0.72
F: -3.1509 0.1031 -3.8772  -0.60
F: -1.1385 -0.9063 -4.6425  -0.44
O: 0.8891 0.0244 -3.2655  -0.75
N: 2.8215 1.8710 -2.0083  -0.16
C: 4.0919 1.3739 -1.6309  0.55
C: 4.9440 2.1261 -0.8241  -0.45
C: 6.1882 1.6257 -0.4703  -0.82
C: 6.5945 0.3778 -0.9156  0.03
C: 5.7472 -0.3803 -1.7048  -0.94
C: 4.5026 0.1149 -2.0645  -0.10
S: 8.2570 -0.1810 -0.5103  1.27
O: 8.2158 -1.6363 -0.6289  -0.73
O: 9.0955 0.4699 -1.5152  -0.70
O: 8.4886 0.3003 0.8487  -0.72
H: 2.7500 2.8709 -1.8906  0.27
H: 2.5648 1.6007 -2.9496  0.22
H: 4.6179 3.0985 -0.4706  0.31
H: 6.8702 2.1829 0.1590  0.38
H: 6.0810 -1.3590 -2.0257  0.43
H: 3.8306 -0.4698 -2.6848  0.39
C: -4.2562 -0.7444 -1.1023  -0.68
N: -3.4741 -1.9067 -1.5047  0.69
C: -4.1713 -3.1284 -1.8314  -1.11
C: -2.1865 -1.7645 -1.7892  -0.60
O: -1.5300 -0.7301 -1.6192  0.30
H: -5.2852 -1.0494 -0.9241  0.38
H: -4.2232 0.0108 -1.8877  0.18
H: -3.8360 -0.3059 -0.2003  0.01
H: -4.9098 -3.3458 -1.0592  0.37
H: -3.4631 -3.9548 -1.8817  0.36
H: -4.6796 -3.0415 -2.7957  0.29
H: -1.7140 -2.6726 -2.1897  0.28
C: 1.1383 -3.0424 -1.6329  -0.45
O: 0.9055 -2.0898 -2.6603  -0.34
C: 0.9628 -0.7964 -2.3091  0.73
O: 1.1618 -0.4522 -1.1248  -0.22
H: 0.8478 -4.0071 -2.0447  0.24
H: 0.5456 -2.8084 -0.7567  -0.06
H: 2.1930 -3.0553 -1.3495  0.36
F: 1.0884 2.7262 0.0028  -0.67

Atoms 1-3, force components in eV/Å:
Sc 0.603 -0.076 0.847
C 0.018 0.003 0.028
C 0.005 0.046 0.019

Computed properties:
HOMO (eV): -3.3
Energy relative to the best compared isomer or geometry (same formula, charge and spin) (eV): 3.844
Total energy (a.u.): -4280.79244
Charge: -2
LUMO energy (eV): 3.55

***

The following is a quantum chemistry calculation of a structure of composition C4H7O4Rb in a non-equilibrium geometry, from the OMol25 dataset.

Each line ends with the Mulliken charge.
Atoms and positions in Å:
Rb: 9.5059 -17.5962 19.0721  0.89
O: 10.2929 -18.9142 17.8169  -0.75
C: 10.8256 -19.7222 16.8965  0.55
O: 10.9539 -19.3700 15.7240  -0.66
O: 11.1902 -20.8388 17.2810  -0.73
H: 10.4119 -19.4455 18.6076  0.51
C: 12.1848 -17.3680 17.4106  -1.16
C: 11.5058 -16.0744 17.7619  1.29
O: 10.2820 -16.0332 17.9564  -0.87
C: 12.3576 -14.8797 17.7554  -1.23
H: 12.5931 -17.2398 16.4081  0.42
H: 11.4487 -18.1714 17.3829  0.38
H: 12.9615 -17.6520 18.1207  0.41
H: 12.8771 -14.7411 16.8072  0.33
H: 13.0426 -15.0175 18.5921  0.32
H: 11.7926 -13.9777 17.9903  0.32

Atoms 1-3, force components in eV/Å:
Rb -7.424 2.086 10.277
O -0.328 -5.795 -3.123
C 1.871 -5.392 -5.118

Computed properties:
HOMO (eV): -7.8
Energy relative to the best compared isomer or geometry (same formula, charge and spin) (eV): 6.001
Total energy (a.u.): -481.46802
LUMO energy (eV): -0.71

***

The following is a quantum chemistry calculation of a structure of composition C6H10N in a non-equilibrium geometry, from the OMol25 dataset.

Each line ends with the Mulliken charge.
Atoms and positions in Å:
C: -0.1620 1.7115 1.8267  0.23
C: -1.1423 1.5031 1.0822  -0.48
C: -0.6208 0.8276 0.0651  -0.09
C: -0.8334 -0.9143 -1.7481  -1.59
C: 0.6333 -1.2288 0.0569  -1.64
C: -0.7352 -0.6631 -0.2818  1.00
N: 1.1183 1.7633 1.7443  -0.30
H: -0.1156 1.4206 -0.7595  0.41
H: -1.6191 -1.6843 -2.0795  0.34
H: 0.0140 -1.3702 -2.1575  0.41
H: -1.1127 -0.1618 -2.3880  0.50
H: 1.3193 -0.8850 -0.6845  0.49
H: 0.5855 -2.3030 0.1154  0.38
H: 0.9851 -0.9439 1.0359  0.39
H: -1.5258 -1.1015 0.4733  0.38
H: 1.5744 2.4717 1.1112  0.29
H: 1.6369 1.5581 2.5877  0.28

Atoms 1-3, force components in eV/Å:
C 5.774 1.750 7.445
C -7.591 -2.566 -5.738
C -1.276 0.232 -3.648

Computed properties:
2S+1: 3
HOMO (spin up / spin down) (eV): -12.4 / -15.3
Energy relative to the best compared isomer or geometry (same formula, charge and spin) (eV): 5.532
Total energy (a.u.): -288.80559
Charge: +1
LUMO energy (spin up / spin down) (eV): -5.20 / -8.21

***

The following is a quantum chemistry calculation of the ion C25H32ClN6O2 with charge +1 in a non-equilibrium geometry, from the OMol25 dataset.

Each line ends with the Mulliken charge.
Atoms and positions in Å:
C: 5.2017 -1.6873 -3.1174  -0.78
C: 5.1362 -2.9177 -2.6459  -0.25
C: 3.9290 -3.5307 -1.9971  -0.58
N: 2.9906 -2.5315 -1.5119  0.18
C: 1.6614 -3.0448 -1.2662  -1.16
C: 0.7177 -1.8781 -0.9897  0.29
N: 1.1941 -1.1242 0.1892  -0.50
C: 0.2273 -0.0621 0.6575  2.45
C: 0.5512 1.3281 0.1721  -0.11
C: -0.0324 1.7892 -1.0043  -0.13
C: 0.2334 3.0620 -1.4697  -1.02
C: 1.0870 3.8939 -0.7537  0.21
Cl: 1.4184 5.4789 -1.3259  -0.18
C: 1.6664 3.4484 0.4286  -1.13
C: 1.3983 2.1723 0.8852  0.25
C: 0.1911 -0.1987 2.1410  -0.45
N: 0.8708 -1.1489 2.7554  -0.05
N: 0.5955 -1.0327 4.0471  -0.95
N: -0.2025 -0.0816 4.2515  -0.42
N: -0.4976 0.4892 3.0776  0.98
C: -1.4395 1.5718 2.9952  -0.48
C: -2.8817 1.0465 2.8752  -1.49
C: -3.1097 0.4320 1.5244  0.79
C: -3.5641 1.1959 0.4606  -0.96
C: -3.6820 0.6522 -0.8061  -0.70
C: -3.3088 -0.6632 -1.0620  1.00
O: -3.3034 -1.2324 -2.2981  -0.41
C: -3.9026 -0.5372 -3.3715  -0.99
C: -2.8613 -1.4524 0.0167  0.24
O: -2.3618 -2.7268 -0.1207  -0.44
C: -3.1435 -3.6773 -0.8334  -0.89
C: -2.7938 -0.8998 1.2893  -0.18
C: 2.5763 -0.6494 -0.0428  -0.40
C: 3.4733 -1.8477 -0.3310  -1.25
H: 6.0911 -1.3114 -3.5904  0.29
H: 4.3632 -1.0142 -3.0578  0.23
H: 5.9804 -3.5868 -2.7321  0.34
H: 4.2497 -4.2072 -1.1874  0.41
H: 3.4152 -4.1415 -2.7458  0.40
H: 1.6304 -3.7497 -0.4143  0.31
H: 1.3113 -3.5720 -2.1551  0.57
H: -0.2898 -2.2547 -0.7962  -0.19
H: 0.7081 -1.2007 -1.8455  0.34
H: 1.2530 -1.7686 1.0080  0.95
H: -0.7585 -0.3413 0.2638  -1.60
H: -0.7100 1.1509 -1.5518  0.46
H: -0.2200 3.4166 -2.3809  0.48
H: 2.3199 4.0992 0.9861  0.46
H: 1.8469 1.8418 1.8109  0.49
H: -1.3346 2.1438 3.9192  0.44
H: -1.1843 2.1983 2.1371  0.22
H: -3.5559 1.8892 3.0232  0.47
H: -3.0583 0.3189 3.6685  0.42
H: -3.8354 2.2284 0.6165  0.44
H: -4.0488 1.2733 -1.6064  0.47
H: -4.9431 -0.2856 -3.1529  0.42
H: -3.3475 0.3722 -3.6200  0.34
H: -3.8665 -1.2216 -4.2169  0.27
H: -3.1357 -3.4786 -1.9058  0.30
H: -2.6812 -4.6412 -0.6297  0.30
H: -4.1724 -3.6827 -0.4693  0.34
H: -2.4697 -1.5438 2.0936  0.46
H: 2.9269 -0.1236 0.8448  0.42
H: 2.5737 0.0301 -0.8964  0.33
H: 3.4972 -2.5107 0.5544  0.32
H: 4.4883 -1.4972 -0.5220  0.61

Atoms 1-3, force components in eV/Å:
C 0.080 0.085 -0.045
C -0.044 -0.220 0.060
C -0.021 0.017 0.010

Computed properties:
HOMO (eV): -11.4
Energy relative to the best compared isomer or geometry (same formula, charge and spin) (eV): 0.000
Structure (SMILES): C=CCN1CC[NH+]([C@H](c2ccc(Cl)cc2)c2nnnn2CCc2ccc(OC)c(OC)c2)CC1
Total energy (a.u.): -1910.76538
Charge: +1
LUMO energy (eV): -2.29

***

The following is a quantum chemistry calculation of a structure of composition C18H35Br3F8O9P2 in a non-equilibrium geometry, from the OMol25 dataset.

Each line ends with the Mulliken charge.
Atoms and positions in Å:
C: 10.9244 -10.7801 -25.2944  -1.19
C: 11.8437 -11.5622 -24.3631  -0.35
O: 11.4962 -11.1254 -23.0922  -0.21
P: 12.6474 -10.5978 -21.9966  0.46
O: 13.4421 -9.4712 -22.5053  -0.78
O: 13.5616 -11.9007 -21.7253  -0.19
C: 13.0325 -13.1996 -21.6231  -0.28
C: 12.4371 -13.4982 -20.1796  -0.39
O: 11.8842 -10.3884 -20.6198  0.23
C: 12.3478 -9.3246 -19.7788  -0.32
C: 11.9602 -9.5640 -18.3578  -0.66
H: 11.2735 -9.7652 -25.1042  0.31
H: 11.0482 -11.2418 -26.2740  0.37
H: 9.9030 -10.9165 -24.9389  0.26
H: 11.4696 -12.5856 -24.3912  0.29
H: 12.9232 -11.6106 -24.5055  0.45
H: 12.2000 -13.1868 -22.3265  0.18
H: 13.8164 -13.8934 -21.9267  0.35
H: 13.3666 -13.5233 -19.6110  -0.20
H: 11.7286 -12.7755 -19.7748  0.11
H: 11.9950 -14.4911 -20.0970  0.44
H: 13.4278 -9.2082 -19.8684  0.33
H: 11.9404 -8.3292 -19.9560  0.24
H: 12.7948 -9.4631 -17.6641  0.27
H: 11.2224 -8.8897 -17.9228  0.30
H: 11.6554 -10.6081 -18.2868  -0.12
C: 16.0439 -14.6309 -12.8469  -0.98
C: 16.1920 -14.8456 -14.4216  -0.38
O: 15.4266 -13.8262 -14.9855  -0.23
P: 16.1428 -12.3869 -15.4600  0.71
O: 17.5680 -12.3588 -15.8662  -0.82
O: 15.0487 -11.8330 -16.5166  0.11
C: 14.8820 -12.4854 -17.7402  -0.28
C: 15.6275 -11.8264 -18.9273  -0.57
O: 16.0072 -11.3886 -14.1081  -0.44
C: 14.6861 -11.2006 -13.6528  0.62
C: 14.5983 -10.0342 -12.6596  -1.46
H: 16.8358 -15.1768 -12.3342  0.38
H: 16.1099 -13.6014 -12.4948  0.25
H: 15.0627 -15.0005 -12.5489  0.25
H: 17.2738 -14.7958 -14.5460  0.38
H: 15.8167 -15.8546 -14.5923  0.30
H: 14.9411 -13.5650 -17.6016  0.46
H: 13.8379 -12.3007 -17.9926  -0.06
H: 15.6778 -12.6546 -19.6341  0.28
H: 15.1261 -10.8944 -19.1882  -0.02
H: 16.6174 -11.3846 -18.8129  0.35
H: 13.9953 -11.0337 -14.4793  0.02
H: 14.4071 -12.0704 -13.0580  0.08
H: 15.2121 -10.1483 -11.7662  0.34
H: 14.9729 -9.1686 -13.2061  0.37
H: 13.5622 -9.9140 -12.3432  0.34
C: 6.2551 -9.5027 -18.6898  -0.74
C: 6.9931 -10.7286 -18.0261  0.74
C: 7.6991 -10.4702 -16.6761  0.33
F: 8.5698 -9.4677 -16.7021  -0.28
F: 6.9464 -10.2144 -15.5680  -0.26
F: 6.1035 -11.7387 -17.7800  -0.30
F: 7.9920 -11.1370 -18.8388  -0.23
O: 5.1485 -9.1451 -17.8532  -0.38
C: 4.6332 -7.7503 -17.9816  0.86
C: 3.3353 -7.5682 -17.2303  0.22
F: 2.9741 -6.3317 -17.1905  -0.24
F: 2.3878 -8.3454 -17.7360  -0.26
F: 5.4736 -6.9580 -17.4586  -0.28
F: 4.6331 -7.2948 -19.2461  -0.29
H: 5.9111 -9.8070 -19.6783  0.38
H: 7.0625 -8.7705 -18.6799  0.36
H: 8.2702 -11.3296 -16.3248  0.07
H: 3.3403 -7.9680 -16.2163  0.20
C: 10.9933 -11.9594 -14.1171  -0.04
Br: 9.1107 -11.5603 -13.6870  -0.29
Br: 11.3074 -12.3165 -16.0346  -0.24
Br: 11.6401 -13.3403 -12.8732  -0.33
H: 11.6488 -11.1121 -13.9163  0.03

Atoms 1-3, force components in eV/Å:
C 1.476 -0.456 0.533
C -1.248 -1.446 -0.427
O 1.104 1.420 4.312

Computed properties:
2S+1: 2
HOMO (spin up / spin down) (eV): -1.4 / -6.0
Total energy (a.u.): -10587.81607
Charge: -1
LUMO energy (spin up / spin down) (eV): 2.31 / 2.31

***

The following is a quantum chemistry calculation of a structure of composition C44H48GeN6PdSi in a non-equilibrium geometry, from the OMol25 dataset.

Each line ends with the Mulliken charge.
Atoms and positions in Å:
Pd: -0.4034 0.0523 0.2990  -0.26
C: 2.5436 -1.5173 3.6629  -0.95
C: 1.3415 -1.3797 3.0056  -0.14
N: 1.2547 -1.1781 1.6909  0.05
C: 2.4423 -1.1823 1.0284  0.49
C: 3.6428 -1.0827 1.7498  -0.43
N: 3.7118 -1.2527 3.0480  -0.65
C: 2.4011 -1.4921 -0.3825  -0.52
C: 3.4473 -2.2541 -0.8881  -0.63
C: 3.3488 -2.8531 -2.1473  0.73
C: 2.1772 -2.5292 -2.8603  -0.46
C: 1.2003 -1.7187 -2.3105  -0.24
N: 1.2760 -1.2088 -1.0660  0.23
C: 0.0414 -1.3351 -3.1050  0.30
C: -0.3269 -1.9863 -4.2914  -0.61
N: -1.2386 -1.5079 -5.1139  -0.69
C: -1.8218 -0.3689 -4.7433  -0.99
C: -1.5657 0.2113 -3.5121  0.06
N: -0.6496 -0.2609 -2.6834  0.31
C: 4.3328 -3.7950 -2.6445  1.01
C: 5.3665 -4.3076 -1.8383  -0.63
C: 6.2445 -5.2394 -2.3457  -0.31
N: 6.1998 -5.7191 -3.5845  -0.70
C: 5.2277 -5.2442 -4.3575  -0.37
C: 4.2994 -4.3091 -3.9564  -0.52
H: 2.6119 -1.7929 4.7053  0.44
H: 0.4112 -1.4503 3.5370  0.49
H: 4.5766 -0.8491 1.2543  0.48
H: 4.2982 -2.4357 -0.2537  0.28
H: 2.0427 -2.9177 -3.8535  0.05
H: 0.1203 -2.9246 -4.5930  0.45
H: -2.5235 0.0719 -5.4355  0.43
H: -2.0994 1.0945 -3.2061  0.25
H: 5.4729 -3.9962 -0.8101  0.28
H: 7.0322 -5.6518 -1.7240  0.36
H: 5.1909 -5.6573 -5.3599  0.36
H: 3.5514 -3.9803 -4.6593  0.31
C: -3.8242 0.5784 -1.3205  -1.71
Ge: -2.2181 1.5019 -0.4498  1.81
C: -3.1469 2.8519 0.7728  0.44
C: -4.4354 2.7005 1.2703  0.42
C: -5.0234 3.6380 2.1005  -0.68
C: -4.3192 4.7672 2.4763  -0.67
C: -3.0445 4.9605 1.9747  -0.79
C: -2.4852 4.0236 1.1285  -0.09
C: -1.6855 2.9198 -1.8026  -1.05
C: -0.3611 2.9341 -2.1627  0.08
C: 0.1553 3.8614 -3.0774  -1.05
C: -0.6692 4.7826 -3.6583  -1.03
C: -2.0398 4.8095 -3.3395  1.05
C: -2.9141 5.7343 -3.9524  -0.95
C: -4.2452 5.7493 -3.6475  -0.59
C: -4.7521 4.8510 -2.6974  -1.36
C: -3.9278 3.9470 -2.0851  -0.46
C: -2.5519 3.8812 -2.3899  1.66
H: -4.1622 1.1236 -2.1968  0.53
H: -4.6677 0.4782 -0.6424  0.57
H: -3.5430 -0.4232 -1.6404  0.40
H: -5.0170 1.8288 0.9989  0.03
H: -6.0322 3.4848 2.4625  0.41
H: -4.7618 5.4915 3.1434  0.36
H: -2.4901 5.8510 2.2438  0.41
H: -1.5068 4.2231 0.7177  0.37
H: 0.2959 2.1748 -1.7413  0.14
H: 1.2085 3.8394 -3.3260  0.44
H: -0.2976 5.5018 -4.3788  0.34
H: -2.5071 6.4319 -4.6738  0.39
H: -4.9119 6.4525 -4.1328  0.39
H: -5.8061 4.8804 -2.4517  0.43
H: -4.3213 3.2707 -1.3451  0.34
C: 0.4816 2.5388 1.4255  -1.08
Si: -0.4734 1.0964 2.4293  -0.10
C: 0.3480 1.7573 4.1957  2.64
C: 0.1944 0.8634 5.4283  -1.87
C: -0.3180 3.1004 4.5377  -1.84
C: 1.8591 1.9927 4.0424  -1.93
C: -2.2156 0.0151 3.1071  3.06
C: -2.9937 -0.5206 1.9065  -1.57
C: -1.9276 -1.2371 3.9445  -2.50
C: -3.1163 0.9662 3.8930  -2.02
H: 0.6870 3.4573 1.9651  0.66
H: -0.0615 2.7860 0.5202  -0.49
H: 1.4391 2.1139 1.1068  0.33
H: -0.8476 0.6898 5.6731  0.36
H: 0.6510 1.3564 6.2896  0.63
H: 0.7022 -0.0872 5.2883  0.22
H: -1.3732 2.9721 4.7590  0.33
H: -0.2437 3.8197 3.7273  0.26
H: 0.1636 3.5321 5.4166  0.53
H: 2.3573 1.1073 3.6577  0.36
H: 2.2969 2.2225 5.0160  0.54
H: 2.0888 2.8213 3.3824  0.37
H: -2.3193 -1.0419 1.2052  0.24
H: -3.4995 0.2822 1.3852  -0.41
H: -3.7516 -1.2319 2.2411  0.73
H: -1.5184 -2.0138 3.3028  0.49
H: -2.8696 -1.6121 4.3502  0.61
H: -1.2600 -1.0741 4.7792  0.44
H: -3.2568 1.9016 3.3607  0.21
H: -2.7127 1.1894 4.8769  0.45
H: -4.1000 0.5153 4.0347  0.52

Atoms 1-3, force components in eV/Å:
Pd 0.764 -0.444 0.680
C 0.032 -0.049 0.212
C 0.134 -0.129 0.122

Computed properties:
2S+1: 2
HOMO (spin up / spin down) (eV): -2.6 / -4.3
Energy relative to the best compared isomer or geometry (same formula, charge and spin) (eV): 3.845
Total energy (a.u.): -4528.27925
Charge: -1
LUMO energy (spin up / spin down) (eV): 1.82 / 1.98

***

Which value of total energy does entry 1 give?
-4280.79244 a.u.